(1)
The following is a DFT calculation (ωB97M-V/def2-TZVPD) of a molecular structure, C24H29InN3OSSi at a distorted geometry.

Structure (XYZ):
```
60
Properties=species:S:1:pos:R:3:forces:R:3:lowdin_charge:R:1
In -0.55718 1.16392 0.26558 -0.18 -0.66 -0.60 0.975
C 1.37929 -0.83713 2.84667 1.34 0.64 0.93 -0.008
C 0.05246 -1.35924 2.42845 0.00 0.18 1.00 -0.287
C -0.55308 -2.47753 3.02510 1.97 1.09 -0.73 -0.014
C -1.70766 -2.92149 2.45323 -0.47 0.81 -0.90 -0.045
C -2.31434 -2.19684 1.44082 -0.61 0.03 -0.69 0.006
C -1.76848 -0.98639 0.96504 -0.19 -0.90 0.96 -0.409
N -0.55479 -0.63886 1.48649 -0.43 -0.03 -0.23 0.058
N -2.25346 -0.05274 0.10674 0.49 -0.37 0.33 -0.118
Si -3.66145 0.12083 -0.87106 -0.33 -0.86 -0.68 0.370
C -5.26278 -0.21215 0.00145 0.01 -0.08 0.30 -0.165
C -3.69119 1.89736 -1.35959 0.12 -0.57 -0.89 -0.169
C -3.59735 -0.98691 -2.43495 -0.28 0.40 -0.03 -0.162
H 1.78831 -1.33568 3.73555 -0.32 -0.07 -0.23 0.096
H 1.44363 0.25432 3.08561 -0.65 -0.85 -0.28 0.071
H 2.14611 -0.95443 2.08167 -0.11 -0.26 -0.34 0.090
H 0.03660 -3.02488 3.74204 -0.25 -0.09 0.24 0.119
H -2.13236 -3.83445 2.75972 -0.60 -0.93 0.36 0.109
H -3.21625 -2.58640 0.98733 -0.07 0.11 0.03 0.108
H -5.44993 0.51138 0.80410 -0.02 -0.07 -0.19 0.045
H -5.26824 -1.20074 0.45732 -0.13 -0.14 0.01 0.024
H -6.08016 -0.16944 -0.72843 0.08 0.03 0.19 0.044
H -3.48718 2.52154 -0.51615 -0.57 0.62 0.68 0.021
H -4.67162 2.02151 -1.84706 0.33 0.58 0.35 0.059
H -2.91527 2.15665 -2.07033 0.14 -0.02 -0.49 0.024
H -3.08947 -1.95158 -2.34543 0.11 0.17 0.22 0.021
H -3.13306 -0.42996 -3.28255 -0.43 -0.41 0.43 0.025
H -4.64924 -1.24273 -2.68186 0.55 0.29 -0.17 0.037
C 0.09890 0.04472 -3.76035 0.88 -1.05 -1.39 -0.211
S 0.29539 -0.84052 -2.23077 0.85 0.87 0.38 1.022
O 0.70043 0.28917 -1.25151 -0.42 -0.17 -0.19 -0.586
C 1.88023 -1.56175 -2.57370 -1.30 -0.48 -0.41 -0.399
C 3.00458 -1.12246 -1.91828 -1.70 1.25 0.98 -0.083
C 4.13879 -1.81548 -2.12730 2.73 -0.66 -0.43 -0.070
C 4.16541 -2.92300 -2.98252 0.65 0.02 -0.83 -0.042
C 3.01150 -3.31256 -3.66154 0.71 -1.21 0.00 -0.071
C 1.84420 -2.63739 -3.45594 -0.29 0.33 0.90 -0.092
H 1.04731 0.58083 -4.02873 -0.94 -0.46 0.38 0.102
H -0.73838 0.69225 -3.63983 -0.62 0.61 0.01 0.035
H -0.14631 -0.73141 -4.54591 0.28 0.89 0.75 0.094
H 2.92410 -0.27752 -1.20645 0.20 -0.63 -0.66 0.127
H 5.06091 -1.42193 -1.66933 -0.41 -0.59 -0.20 0.128
H 5.10129 -3.44989 -3.26153 -0.64 0.45 0.69 0.127
H 2.99243 -4.23789 -4.25415 0.22 0.61 0.10 0.126
H 0.91008 -3.02348 -3.83571 -0.12 0.14 -0.24 0.117
C 0.07443 3.12201 0.32840 0.49 0.58 -1.02 -0.189
C 1.00256 3.10268 1.49944 -0.22 0.46 0.03 -0.351
C 0.54860 2.74041 2.76133 -0.96 -0.08 -0.09 -0.072
C 1.42679 2.59731 3.81328 0.13 0.55 -1.24 -0.040
C 2.77384 2.89308 3.63441 0.77 -0.32 0.31 -0.224
C 3.24967 3.33070 2.40005 0.39 -0.37 -0.46 0.010
C 2.34155 3.36533 1.33702 0.85 0.22 1.39 -0.028
C 3.69064 2.46909 4.67951 0.30 -0.35 0.30 -0.168
N 4.37224 1.95525 5.46042 -0.52 0.63 -0.59 0.166
H 0.59435 3.36719 -0.63985 -0.55 -0.16 1.04 0.089
H -0.82441 3.72957 0.42737 0.26 0.29 0.19 0.064
H -0.53612 2.51297 2.84455 0.79 0.10 0.38 0.131
H 1.10547 2.18244 4.71303 -0.50 -0.41 1.48 0.113
H 4.33819 3.52447 2.21320 -1.26 -0.18 0.36 0.146
H 2.71947 3.60788 0.39590 0.44 0.46 -1.49 0.101
```
Forces are in eV/Å.

Results
HOMO energy: -11.145 eV
ΔE to the lowest compared entry with this formula, charge and spin: 6.6 kcal/mol
Net charge: +1
Calculated total energy: -55758.229 eV
Frontier orbital gap: 8.755 eV

---

(2)
The following is a DFT calculation (ωB97M-V/def2-TZVPD) of a molecular structure, C24H29MnN8O3S2.

Structure (XYZ):
```
67
Properties=species:S:1:pos:R:3:forces:R:3:lowdin_spin:R:1
Mn -0.94340 -0.54287 0.85137 0.67 0.21 -0.23 3.267
N -2.62970 1.21453 4.30031 0.04 -0.13 -0.16 -0.012
C -2.44979 0.69739 3.06961 0.03 -0.05 0.29 -0.017
S -1.73660 -0.91744 2.97930 -0.20 -0.05 -0.03 -0.230
N -2.81167 1.35030 2.01971 0.10 0.10 -0.31 -0.004
N -2.52150 0.62164 0.87566 0.01 0.06 0.08 -0.067
C -3.31239 0.74818 -0.12955 -0.08 0.00 -0.01 0.021
C -3.32423 -0.14143 -1.25636 -0.03 0.11 -0.07 0.009
C -4.09168 0.17609 -2.39064 0.01 0.08 0.09 0.003
C -4.21335 -0.71634 -3.42596 0.04 -0.13 -0.05 0.008
C -3.59900 -1.97226 -3.31688 -0.05 0.05 -0.04 0.004
C -2.86575 -2.31687 -2.20245 0.00 -0.11 -0.03 0.004
C -2.69675 -1.39733 -1.16457 0.22 0.04 0.23 0.008
O -1.95247 -1.72470 -0.11454 -0.19 -0.44 0.05 0.067
H -2.35541 0.70256 5.11785 0.02 0.03 0.02 -0.003
H -3.11359 2.09031 4.39939 -0.03 0.00 0.00 -0.001
H -4.06062 1.53311 -0.05339 -0.03 -0.02 0.00 -0.003
H -4.59106 1.13797 -2.43171 0.02 -0.02 0.00 0.000
H -4.79609 -0.46678 -4.30243 0.01 -0.01 0.02 0.000
H -3.70299 -2.68914 -4.12254 -0.02 0.01 0.02 0.000
H -2.39610 -3.28783 -2.10768 -0.02 0.03 -0.02 0.000
C 2.49875 -3.55368 -0.38163 0.00 0.04 0.01 0.000
C 2.93477 -2.53461 0.68213 0.01 0.02 -0.03 -0.001
C 3.15140 -3.21776 2.03122 0.03 0.04 0.03 0.000
C 4.20611 -1.82416 0.23378 0.01 0.06 -0.01 0.000
N 1.95056 -1.44615 0.86625 0.02 -0.08 0.16 0.001
N 0.63331 -1.92220 1.15540 -0.26 0.14 -0.22 -0.027
H 3.35274 -4.15255 -0.70109 -0.04 -0.01 0.05 0.000
H 2.09694 -3.04656 -1.26330 0.04 0.00 -0.01 0.000
H 1.74741 -4.25403 -0.00403 0.02 0.02 -0.04 0.000
H 4.02830 -3.86588 1.99088 -0.06 -0.01 -0.02 0.000
H 2.29961 -3.84514 2.31142 0.04 0.04 0.01 0.000
H 3.30664 -2.46826 2.81019 0.01 -0.04 -0.04 0.000
H 5.02472 -2.53847 0.14626 -0.01 0.02 -0.01 0.000
H 4.48639 -1.05534 0.95585 0.00 -0.04 -0.02 0.000
H 4.06259 -1.35015 -0.74199 0.01 -0.01 0.04 0.000
H 1.89866 -0.84645 0.05113 0.01 -0.08 -0.08 0.000
H 0.63368 -2.18606 2.13935 0.01 0.11 0.07 0.002
H 0.41747 -2.75015 0.59516 -0.15 0.00 0.02 0.001
O -0.42808 2.57206 0.19410 -0.11 -0.05 -0.32 0.007
C 0.21252 2.15731 1.13994 0.13 -0.10 0.20 0.002
N 0.20445 0.85519 1.62086 0.00 0.08 -0.06 -0.028
C 1.04695 0.76864 2.75935 -0.03 0.15 -0.23 0.004
O 1.23116 -0.20849 3.43478 -0.06 -0.15 0.00 0.008
C 1.64354 2.12279 2.96136 -0.04 -0.09 0.01 0.000
C 2.53265 2.57008 3.91339 0.08 0.01 0.09 0.000
C 2.89208 3.91534 3.86391 -0.01 -0.02 -0.02 0.001
C 2.36790 4.76536 2.89268 -0.03 0.00 -0.01 0.001
C 1.47348 4.29588 1.93362 0.02 0.06 -0.03 0.000
C 1.13291 2.96156 1.99224 -0.08 -0.02 -0.02 -0.002
H 2.93103 1.90106 4.66586 -0.02 0.03 -0.02 0.000
H 3.58956 4.30968 4.59124 -0.01 0.00 0.00 0.000
H 2.65699 5.80876 2.88656 0.01 -0.04 0.00 0.000
H 1.06168 4.94823 1.17484 0.00 -0.01 0.01 0.000
C -0.25100 -0.89017 -4.66254 0.00 0.02 0.00 0.000
N -0.61854 0.37019 -4.03188 -0.03 -0.08 -0.12 -0.001
C -1.20671 1.46200 -4.65852 0.11 -0.24 0.04 -0.001
C -1.39282 2.40463 -3.71620 -0.02 0.00 0.23 -0.001
N -0.92402 1.87412 -2.52919 0.17 0.22 0.15 0.000
C -0.44116 0.63956 -2.72460 -0.19 0.02 -0.06 0.000
S 0.28117 -0.42121 -1.59254 -0.09 0.24 0.25 -0.021
H -0.47617 -0.82405 -5.72285 -0.01 0.01 -0.01 0.000
H -0.81548 -1.70589 -4.21415 -0.01 0.03 0.01 0.000
H 0.81120 -1.08045 -4.52628 0.01 0.03 -0.01 0.000
H -1.43193 1.46331 -5.71048 0.02 -0.03 0.04 0.000
H -1.81933 3.38979 -3.78295 0.04 -0.03 0.02 0.000
H -0.82993 2.33322 -1.62404 -0.08 0.00 0.09 0.000
```
Forces are in eV/Å.

Results
HOMO energy (alpha / beta): -10.931 / -11.047 eV
Spin multiplicity: 4
Net charge: +1
Expectation value of S²: 4.028
Calculated total energy: -96409.302 eV
Frontier orbital gap (alpha / beta): 5.625 / 7.257 eV

---

(3)
The following is a DFT calculation (ωB97M-V/def2-TZVPD) of a molecular structure, C24H29MoN4O2.

Structure (XYZ):
```
60
Properties=species:S:1:pos:R:3:forces:R:3:nbo_charge:R:1
Mo 0.32698 0.53878 -0.80105 -0.10 -0.88 0.27 1.319
C 1.19458 -0.07615 3.24476 0.08 -0.10 -0.18 -0.398
C 2.16305 0.71390 2.34952 -0.21 0.03 0.03 -0.424
C 1.59157 1.94747 1.63050 0.32 -0.23 0.24 -0.236
N 0.35256 1.69485 0.86663 0.42 0.07 0.47 -0.484
C -0.83304 2.18044 1.35856 -0.54 0.10 -0.14 0.261
C -1.00035 2.76400 2.62611 0.09 -0.02 -0.01 -0.147
C -2.07855 3.46246 3.13868 -0.03 0.05 0.02 -0.128
C -3.30152 3.78742 2.55435 -0.01 -0.05 0.00 -0.074
C -3.80593 3.36365 1.33196 0.04 -0.01 -0.05 -0.123
C -3.18586 2.55475 0.39463 0.00 0.01 -0.06 -0.119
C -1.90321 2.01514 0.40594 0.43 0.12 0.29 0.163
N -1.45975 1.23731 -0.62298 -0.78 0.54 0.22 -0.449
C -1.46017 1.67005 -2.00802 -0.22 -0.39 -0.31 -0.215
C -1.86692 0.62786 -3.05938 0.11 -0.15 -0.03 -0.431
C -0.65928 -0.22288 -3.46388 -0.23 0.25 -0.14 -0.237
N -0.05892 -0.75047 -2.22150 -0.11 -0.50 -0.59 -0.505
C -0.01871 -2.09092 -1.96438 0.07 -0.29 0.30 0.254
C 0.02325 -3.04845 -2.98449 -0.01 0.20 0.00 -0.148
C -0.01021 -4.42988 -2.92090 0.00 -0.04 0.02 -0.129
C -0.08840 -5.24586 -1.80062 0.00 0.04 -0.01 -0.091
C -0.04659 -4.85527 -0.46734 0.04 0.00 0.02 -0.114
C 0.04309 -3.58642 0.07579 0.01 0.05 0.09 -0.147
C 0.02034 -2.32997 -0.54494 0.00 -0.07 -0.41 0.164
N -0.02265 -1.16438 0.16558 0.20 0.04 -0.05 -0.428
C -0.45912 -1.22119 1.57715 0.14 0.02 0.34 -0.233
C 0.65411 -1.37248 2.62884 -0.10 0.16 0.00 -0.423
H 1.72775 -0.36137 4.15091 -0.02 0.05 0.03 0.256
H 0.35171 0.53695 3.57287 -0.01 0.01 0.08 0.189
H 2.99777 1.07996 2.94863 0.02 0.03 -0.05 0.258
H 2.58833 0.02593 1.62119 0.10 0.01 -0.03 0.209
H 1.44948 2.75330 2.34649 -0.04 0.04 -0.08 0.221
H 2.33782 2.31288 0.92127 -0.06 0.04 -0.02 0.228
H -0.16525 2.68879 3.30865 0.00 0.00 -0.03 0.251
H -1.93531 3.84270 4.14362 0.01 0.00 0.00 0.267
H -3.95275 4.42399 3.14235 0.00 -0.03 0.02 0.269
H -4.81214 3.68201 1.08671 0.00 0.02 0.01 0.270
H -3.78073 2.28310 -0.47196 -0.02 0.05 0.00 0.251
H -1.96697 2.62774 -2.13509 0.27 0.16 0.07 0.294
H -0.35063 1.88928 -2.20186 -0.24 0.42 -0.55 0.221
H -2.65169 -0.01041 -2.64888 -0.05 0.06 -0.01 0.244
H -2.26278 1.12496 -3.94427 -0.01 0.05 0.03 0.274
H -0.98889 -1.01280 -4.13371 0.05 -0.08 0.06 0.244
H 0.07672 0.38407 -3.99711 0.02 -0.04 0.00 0.232
H 0.11222 -2.64315 -3.98463 -0.06 -0.04 -0.02 0.245
H 0.02396 -4.93791 -3.87736 0.00 0.00 0.00 0.265
H -0.14971 -6.31220 -1.98278 0.01 0.00 -0.02 0.266
H -0.06041 -5.66126 0.25705 0.02 0.00 0.00 0.262
H 0.14464 -3.57376 1.15299 -0.06 0.01 0.01 0.249
H -1.04373 -0.32737 1.78689 -0.02 0.01 -0.05 0.206
H -1.16093 -2.04829 1.67204 -0.05 -0.03 -0.13 0.233
H 0.23013 -1.96028 3.44560 0.00 -0.07 -0.05 0.251
H 1.48145 -1.95451 2.21406 0.01 -0.03 0.03 0.216
C 4.70685 0.33498 -1.49522 0.43 0.17 -0.30 -0.275
O 3.57881 0.00094 -0.61236 -0.31 -0.11 0.40 -0.412
C 2.40580 0.38988 -0.86310 0.78 0.37 -0.11 0.666
O 2.01956 1.04823 -1.86416 -0.11 0.05 0.19 -0.524
H 5.27384 -0.58107 -1.61846 -0.09 -0.05 0.05 0.241
H 5.31142 1.07646 -0.98097 -0.09 0.01 0.07 0.237
H 4.35329 0.71447 -2.44889 -0.11 -0.02 0.03 0.218
```
Forces are in eV/Å.

Results
HOMO energy (alpha / beta): -17.676 / -17.676 eV
ΔE to the lowest compared entry with this formula, charge and spin: 9.3 kcal/mol
Net charge: +3
Calculated total energy: -37240.761 eV
Frontier orbital gap (alpha / beta): 6.384 / 6.380 eV

---

(4)
The following is a DFT calculation (ωB97M-V/def2-TZVPD) of a molecular structure, C24H29N10NdO3 at a distorted geometry.

Structure (XYZ):
```
67
Properties=species:S:1:pos:R:3:forces:R:3:lowdin_spin:R:1
Nd -0.01850 -0.00204 -0.39787 1.50 -0.96 0.33 3.023
C 1.95078 -0.39658 3.99239 -0.01 -0.01 0.01 0.000
C 1.12991 -0.29553 2.86457 -0.07 -0.05 0.01 0.000
N 1.58302 -0.31582 1.62425 0.13 -0.10 0.06 -0.003
C 2.92041 -0.42574 1.42825 0.12 -0.01 0.13 0.000
C 3.82472 -0.54442 2.50170 -0.49 0.06 -0.09 0.000
C 3.30010 -0.52851 3.81032 0.03 -0.02 -0.13 0.000
C 5.21822 -0.65789 2.24535 0.65 -0.02 -0.81 0.000
C 5.69551 -0.63403 0.96741 0.05 -0.05 1.03 0.000
C 4.81847 -0.48840 -0.14175 -0.48 0.05 -0.25 0.000
C 5.28542 -0.42511 -1.46672 -0.30 0.03 -0.07 0.000
C 4.37806 -0.26423 -2.49051 0.51 -0.06 0.09 0.000
C 3.02643 -0.17617 -2.18663 -0.51 -0.03 0.66 0.000
N 2.54855 -0.23909 -0.93863 0.12 0.02 -0.82 -0.003
C 3.42399 -0.38924 0.07073 0.46 -0.07 0.26 0.000
H 1.51471 -0.36982 4.98065 -0.02 0.00 -0.01 0.000
H 0.05774 -0.19557 2.98564 0.00 0.01 0.01 0.000
H 3.97061 -0.61575 4.65625 0.01 0.01 -0.01 0.000
H 5.89511 -0.75716 3.08387 0.01 0.00 -0.01 0.000
H 6.75808 -0.71459 0.77847 0.01 0.00 0.02 0.000
H 6.34715 -0.49496 -1.66536 0.01 0.00 0.00 0.000
H 4.70147 -0.20065 -3.51986 0.00 0.00 0.00 0.000
H 2.29246 -0.04373 -2.97007 -0.03 0.01 -0.01 0.000
N 1.12877 2.36665 -0.12477 -0.25 0.19 0.12 -0.003
N 0.26792 2.35652 1.02258 -0.37 0.23 -0.26 0.000
C -1.13794 2.25888 0.71955 0.06 0.80 0.41 -0.001
O -1.90940 2.64048 1.56868 -0.10 -0.06 -0.12 -0.001
O -1.37738 1.67192 -0.40713 -0.95 1.01 0.21 -0.003
H 2.08051 2.48563 0.20317 0.04 -0.20 0.03 0.000
H 0.91281 3.16576 -0.71771 0.01 -0.02 -0.07 0.000
H 0.40880 3.11741 1.67728 0.09 -0.08 0.11 0.000
C -4.54151 0.50353 -4.49232 -0.02 -0.05 0.00 0.000
N -3.33330 0.28708 -3.71363 0.04 0.05 -0.03 0.000
C -2.01961 0.77268 -4.09551 0.09 0.11 0.00 0.000
C -1.18578 0.24616 -2.95002 -0.35 -0.21 -0.33 0.000
O 0.02471 0.44963 -2.75396 -0.05 0.02 -0.41 -0.002
N -1.94869 -0.48210 -2.11316 0.25 -0.02 -0.20 -0.002
C -3.21090 -0.40802 -2.58661 -0.08 0.04 0.04 0.000
N -4.22111 -1.00380 -1.96460 0.05 0.02 -0.01 0.000
H -4.42014 1.40976 -5.07975 0.00 0.01 0.01 0.000
H -5.39743 0.65143 -3.83483 0.01 0.02 0.00 0.000
H -4.73735 -0.32962 -5.16788 0.00 -0.01 0.01 0.000
H -1.98074 1.86250 -4.13941 -0.01 0.00 0.01 0.000
H -1.68782 0.36828 -5.05415 0.02 -0.01 0.01 0.000
H -4.04301 -1.39211 -1.05384 -0.03 0.01 0.01 0.000
H -5.17120 -0.89239 -2.27220 -0.01 -0.02 0.02 0.000
C 1.64483 -4.95863 -3.02254 -0.02 0.04 0.05 0.000
C 1.29285 -4.83693 -1.53282 0.09 -0.10 -0.18 0.000
C 0.81925 -3.50009 -1.19450 -0.02 -0.02 0.10 0.001
N 0.44191 -2.44830 -0.93343 0.05 -0.55 -0.16 -0.002
H 1.94543 -5.98205 -3.23362 0.01 0.00 0.00 0.000
H 2.46865 -4.29636 -3.28233 -0.01 0.00 -0.01 0.000
H 0.78676 -4.71571 -3.64657 0.01 -0.01 -0.01 0.000
H 2.16197 -5.05389 -0.90984 -0.02 0.04 0.04 0.000
H 0.51297 -5.54956 -1.25982 -0.02 0.04 0.04 0.000
C -4.10725 -3.69830 2.02193 -0.07 -0.01 0.02 0.000
N -3.29105 -2.50412 1.83672 -0.06 -0.03 -0.01 0.000
C -3.48030 -1.29345 2.45919 0.08 -0.01 0.05 0.000
C -2.49298 -0.47460 2.00794 -0.12 -0.02 -0.05 0.000
N -1.70449 -1.16281 1.10477 -0.19 0.00 0.22 -0.004
C -2.22195 -2.37881 1.03475 0.13 0.04 0.00 0.000
H -4.26955 -3.86983 3.08293 0.05 -0.01 0.01 0.000
H -3.59314 -4.55663 1.59854 0.02 0.01 0.00 0.000
H -5.07403 -3.58181 1.53576 0.01 0.02 -0.02 0.000
H -4.27899 -1.12386 3.16068 0.00 -0.03 -0.01 0.000
H -2.33021 0.56352 2.25228 -0.02 0.01 -0.03 0.000
H -1.83895 -3.18182 0.42620 -0.04 -0.03 0.02 0.000
```
Forces are in eV/Å.

Results
HOMO energy (alpha / beta): -13.726 / -13.727 eV
ΔE to the lowest compared entry with this formula, charge and spin: 6.0 kcal/mol
Spin multiplicity: 4
Net charge: +2
Expectation value of S²: 3.752
Calculated total energy: -61672.845 eV
Frontier orbital gap (alpha / beta): 8.566 / 8.577 eV

---

The highest net charge belongs to which entry? C24H29MoN4O2

---

Which of these has the highest net charge? C24H29MoN4O2

---

Look up the calculated total energy of the second one. -96409.302 eV